Molecular formula: C21H26N2O5
Method: DFT, the ωB97M-V functional and the def2-TZVPD basis

ORCA input file:
```
! RIJCOSX wB97M-V def2-TZVPD def2/J DEFGRID3
* xyz 0 1
C 3.89063 0.93246 3.08288
O 0.10910 1.34647 -3.25759
C -2.96855 1.63777 -6.08212
H -3.37661 -0.11497 -1.06325
H 2.32716 -0.82910 1.30429
H -4.70533 -1.85160 0.43100
H 0.81760 -0.31470 3.88746
C -3.79292 -1.81454 0.40893
H 5.51762 0.27801 3.90328
H 2.55306 2.36548 4.77074
C -0.79623 -1.55965 -3.27533
N 0.25902 0.02068 -0.03034
H 0.36408 -1.91269 -0.58762
H -3.28783 -3.49905 1.90650
C 0.58152 1.17052 -1.15157
H -1.96103 2.42037 -6.15576
C 4.49785 0.37644 4.28780
O 0.74270 2.21428 -0.84012
H 3.83299 0.49885 2.20631
H -0.55126 0.26937 1.85794
C 1.66227 -0.20824 3.39042
C -1.80760 -1.86136 -5.51987
H 3.92512 1.82410 2.88363
O -1.59327 -2.39302 0.76018
C 0.27167 0.16508 1.41942
O -0.72432 -2.79941 -2.92877
C 0.46249 2.35253 4.30847
C -1.49383 -1.35790 -4.49782
C -2.44936 0.26561 -5.61572
H 2.36512 -1.30047 3.82939
H -3.73262 1.79968 -5.63811
N 2.30444 0.99245 3.47863
C -1.66283 -1.59763 -0.16477
C -2.78003 -1.10869 -0.44226
H 4.27399 -0.73603 4.35294
H 0.91149 -1.72677 1.75680
H 1.82491 0.93635 5.51605
C 1.81927 1.64747 4.45701
O -1.92653 0.02395 -4.50392
H -1.53236 -2.83672 -5.68424
H 0.47095 2.34952 -3.16078
C -2.82495 -2.55401 1.07617
H 0.47636 2.99377 3.35978
H 0.63676 1.41701 1.66395
H -2.72078 -1.30553 -7.44702
C 0.12469 0.49906 -2.39497
H -0.29822 1.35508 4.28057
H 4.46739 0.87013 5.17648
C -2.20651 -1.03723 -6.45150
C -0.44953 -0.57216 -2.14285
H -3.10061 1.23290 -7.22003
C 1.41887 -0.84866 1.86068
H 0.18507 2.87619 5.42766
C -0.35110 -0.99146 -0.78904
*
```

- E: -35394.4040 eV
- Orbital gap: 7.6 eV
- Energy above the lowest of the compared OMol25 structures with the same formula, charge and spin: 570.8 kcal/mol
- F_max: 17.010 eV/Å
- Lowest unoccupied orbital energy: 0.105 eV

***

Molecular formula: C17H47AgN4O5
Method: DFT, the ωB97M-V functional and the def2-TZVPD basis

ORCA input file:
```
! RIJCOSX wB97M-V def2-TZVPD def2/J DEFGRID3
* xyz 1 2
H 1.36160 1.24507 -3.45353
H -9.98518 0.63946 0.62983
H 2.74706 -1.22746 -6.03545
H 4.25706 -4.37735 1.42221
Ag -3.43852 -1.90197 -4.05588
H 5.60966 -4.59442 -0.71922
O -8.69415 0.31509 -0.97297
C -1.19642 -1.07139 0.16469
O 2.68297 3.19203 4.38233
H 3.25335 0.42318 -5.74415
H 2.12663 5.51588 5.42157
H 3.13633 3.62432 2.40039
H 0.79038 0.09785 -6.23560
H 3.00565 -3.64939 0.43581
C 4.63456 -6.74548 0.29261
H -0.56559 -0.41941 -0.43952
C 2.34721 6.19451 4.59761
H 4.74332 0.24644 -3.75369
H 0.88831 -1.27229 -3.85102
C -10.03253 0.53824 -0.45443
C -7.73411 1.33542 -0.71159
H 4.16587 5.30190 3.93760
C 2.07893 -4.74896 2.85123
O 3.14366 -0.92515 -4.09314
H 4.79716 -7.55615 -0.41765
C 0.77373 1.19426 -4.37001
H -8.06860 2.33034 -1.00542
C 1.15553 -0.01122 -5.21440
H 2.78624 7.08806 5.04135
H 4.04124 -7.14822 1.11350
H -6.86805 1.09580 -1.32852
C 3.81276 -0.04011 -3.26374
C 2.64965 -0.39106 -5.34331
H 1.13648 2.08191 -4.88824
H 1.53448 4.12508 3.04910
H -5.75414 0.00725 0.76458
H 1.99126 1.36587 4.98598
H 3.03312 1.28158 3.64396
O 2.33668 -5.21368 1.53740
H 1.86782 -3.68112 2.90819
H 3.08280 -5.91595 -0.87367
H -7.98115 1.65772 1.43636
H -5.20381 2.17317 0.30322
H -10.40790 1.46080 -0.89723
H 3.43321 5.56586 1.64037
N 0.37539 -1.14009 -4.71099
C -7.19918 1.40848 0.71905
N 3.24033 6.25683 2.35133
H 5.61291 -6.45983 0.67905
H 1.36959 6.45469 4.19182
H -7.18319 -0.64612 0.75010
C 3.92570 -5.54731 -0.28908
H -6.35713 3.46368 0.67219
C -6.05622 2.44698 0.92494
H 4.12514 -0.53338 -2.34332
C 3.15091 5.45770 3.57194
C 2.60274 4.04761 3.25139
H -10.58861 -0.32606 -0.81757
N 4.78778 -4.86600 -1.23966
H 1.33499 1.93986 3.45845
H 2.31038 6.58372 2.13122
C 2.23855 1.89654 4.06656
H 3.26003 0.81401 -2.87249
H -5.70869 2.40196 1.95707
O -2.32452 -1.37253 -0.58533
H -0.27660 1.35942 -4.12992
H -1.46956 -0.39923 0.97814
H 0.71294 -1.86568 -5.32717
H 4.39784 -3.96159 -1.46349
H 1.21760 -5.24484 3.29880
N -6.66288 0.09559 1.19645
C 3.39017 -4.60179 0.80073
H -0.65380 -1.97040 0.45696
H 2.95280 -4.89849 3.48532
*
```

- E: -38574.2561 eV
- Orbital gap (spin up / spin down): 4.2 / 4.2 eV
- F_max: 1.942 eV/Å
- Lowest unoccupied orbital energy (spin up / spin down): -6.732 / -6.747 eV
- <S²>: 0.754

***

Molecular formula: C4H12O3S
Method: DFT, the ωB97M-V functional and the def2-TZVPD basis

ORCA input file:
```
! RIJCOSX wB97M-V def2-TZVPD def2/J DEFGRID3
* xyz 0 1
H 5.50396 2.34569 -0.14604
O 4.78678 2.83025 0.24859
H -1.68222 0.93789 0.10571
H 0.79528 0.93514 0.34718
H 1.11321 -1.34272 0.63741
H 0.79412 0.96630 -1.37898
O -1.40468 -1.28645 -2.46579
H 4.24648 2.25257 0.71549
C -1.12243 0.10482 -0.44207
H -5.30296 -2.10910 3.49004
C 1.10346 -1.03735 -0.45961
H 2.63346 0.25713 -1.78981
H -2.30879 0.58352 -2.24974
H -1.09318 -0.88245 0.17493
S 2.94966 -0.79502 -0.94306
O -5.49726 -1.32286 4.00608
C -1.69392 -0.27125 -1.90546
H -4.81110 -0.72846 3.71735
C 0.33789 0.36969 -0.55638
H 0.65225 -1.80735 -1.10585
*
```

- E: -21318.6356 eV
- Orbital gap: 9.7 eV
- Energy above the lowest of the compared OMol25 structures with the same formula, charge and spin: 25.6 kcal/mol
- F_max: 4.233 eV/Å
- Lowest unoccupied orbital energy: 0.356 eV

***

Molecular formula: C31H35ClLuN2Si2
Method: DFT, the ωB97M-V functional and the def2-TZVPD basis

ORCA input file:
```
! RIJCOSX wB97M-V def2-TZVPD def2/J DEFGRID3
* xyz 1 1
C -0.23865 3.36799 1.79814
C -0.54960 1.96506 3.61942
C -1.17523 -1.64775 1.56131
H -2.63169 -5.09627 0.62312
H -5.66386 3.00472 1.30296
C 1.92760 1.98362 -1.37978
H 4.04047 1.10163 -5.49710
C -2.23567 -4.12018 0.89630
C 3.51690 -0.70824 -2.66771
H -2.53417 -0.60789 -1.99272
C 0.45804 0.06388 -0.96615
C 1.62128 -4.65803 0.36521
H -0.96137 -2.41541 3.55686
H -2.38160 3.74082 -0.46083
H -1.53368 5.02062 2.59358
H 3.42716 -0.03551 0.91865
H 2.87816 -3.00035 0.97082
H -0.42129 1.14677 4.33088
C 5.56200 -1.41932 -3.76861
C -1.27473 -2.64378 2.53505
H -1.87978 3.38503 4.73490
H -0.12930 -4.83202 -2.56241
H 0.92182 1.46784 1.99703
H -4.63477 2.33091 3.19249
C -1.34045 3.13535 3.82073
C 1.98478 -2.68839 -0.97686
C -1.14539 4.00574 2.69775
C -1.77801 -3.90184 2.20214
H 3.76795 2.17619 -0.26120
H -0.79510 -0.66174 1.86312
H -1.77306 0.56510 -0.24077
C -4.10782 4.31491 0.57755
N -4.11424 3.09181 2.74497
C 0.54862 -4.45045 -1.79814
H 6.44286 -2.06078 -3.79276
C 0.76570 1.26386 -1.64741
H 2.33982 0.75302 -3.73862
H -2.57748 -3.26546 -1.06825
C 0.77362 -5.16850 -0.62116
H 6.03738 -0.39634 -5.60837
H -3.55471 2.61424 -0.50082
C 0.14034 2.11924 2.37991
H 0.15181 3.78361 0.86695
C -2.16722 -3.11154 -0.06959
C 5.33536 -0.48314 -4.78332
C 2.23466 -3.41187 0.18973
C 4.65283 -1.53445 -2.71363
C -4.96530 3.75292 1.68485
H 2.05051 2.94990 -1.87207
H 0.02531 1.67737 -2.33893
H -3.55177 5.18055 0.94407
H 0.94685 -2.62248 -2.87635
C 4.20589 0.34157 -4.73700
C 1.15611 -3.20735 -1.97611
H -5.53928 4.55265 2.15807
H 1.78643 -5.22068 1.28646
H -1.81118 -4.70292 2.94726
H 1.03094 -0.91402 0.96442
Si 2.39129 -0.85327 -1.16609
C 3.26626 0.18068 -3.72165
N -3.09975 3.29540 0.11557
C 2.89005 1.57382 -0.48303
C 1.32271 -0.20907 0.19066
H 4.80999 -2.27444 -1.92340
H 0.26483 -6.12041 -0.46531
Si -1.34945 -0.59969 -1.11484
H -4.74057 4.62577 -0.26147
C -1.55425 -1.88944 0.22528
H -3.90198 3.74830 3.50218
Lu -2.22571 2.00216 1.88966
C 2.67759 0.35212 0.22572
Cl -4.01579 0.29783 1.57866
*
```

- E: -97586.5744 eV
- Orbital gap (spin up / spin down): 5.8 / 5.7 eV
- Energy above the lowest of the compared OMol25 structures with the same formula, charge and spin: 36.9 kcal/mol
- F_max: 3.889 eV/Å
- Lowest unoccupied orbital energy (spin up / spin down): -2.561 / -2.581 eV

***

Question: Which of these has the lowest E?
Answer: C31H35ClLuN2Si2